# CH4BClS

CH4BClS in the gas phase (ωB97M-V with the def2-TZVPD basis set, the OMol25 dataset).

```
! RIJCOSX wB97M-V def2-TZVPD def2/J DEFGRID3
* xyz 0 1
B 0.211 0.595 0.339
C 0.286 -1.087 0.197
S -0.541 2.317 -0.442
Cl -1.860 1.893 -1.981
H 1.113 -1.393 -0.463
H 0.840 0.963 1.334
H -0.512 -1.753 -0.247
H 0.462 -1.536 1.262
*
```

Values from the calculation:
Orbital gap in eV: 9.57
HOMO level in eV: -9.64
LUMO level in eV: -0.07

The molecule's Mulliken atomic charges, reported in e, are given here: atom 1 (B): 0.30, atom 2 (C): -0.86, atom 3 (S): -0.07, atom 4 (Cl): -0.16, atom 5 (H): 0.29, atom 6 (H): -0.04, atom 7 (H): 0.30, atom 8 (H): 0.24

=====

# CH4BF

CH4BF in the gas phase (ωB97M-V with the def2-TZVPD basis set, the OMol25 dataset).

```
! RIJCOSX wB97M-V def2-TZVPD def2/J DEFGRID3
* xyz 0 1
B 0.260 0.545 0.732
C -0.148 -0.324 -0.519
F -0.692 0.174 -1.668
H 0.173 1.710 0.608
H -0.877 -1.052 -0.108
H 0.700 -0.973 -0.807
H 0.584 -0.080 1.762
*
```

Values from the calculation:
Orbital gap in eV: 11.44
HOMO level in eV: -11.25
LUMO level in eV: 0.20

The molecule's Mulliken atomic charges, reported in e, are given here: atom 1 (B): 0.12, atom 2 (C): -0.20, atom 3 (F): -0.27, atom 4 (H): -0.03, atom 5 (H): 0.20, atom 6 (H): 0.22, atom 7 (H): -0.03

=====

# CH4Br2OSi

A molecular structure, CH4Br2OSi (ωB97M-V with the def2-TZVPD basis set, the OMol25 dataset).

```
! RIJCOSX wB97M-V def2-TZVPD def2/J DEFGRID3
* xyz 0 1
C 2.097 -0.372 0.635
O -0.629 0.309 -0.933
Si 0.025 1.680 -0.770
Br 2.915 0.788 -0.703
Br 2.742 -2.255 0.504
H 2.533 0.046 1.639
H 1.046 -0.377 0.583
H 0.257 2.386 -2.057
H 0.613 2.202 0.441
*
```

Values from the calculation:
Orbital gap in eV: 10.22
HOMO level in eV: -10.39
LUMO level in eV: -0.17

Results of the Mulliken charge analysis, in e, for atoms 1 through 8: atom 1 (C): -0.41, atom 2 (O): -0.46, atom 3 (Si): 0.54, atom 4 (Br): -0.05, atom 5 (Br): -0.10, atom 6 (H): 0.34, atom 7 (H): 0.28, atom 8 (H): -0.07

=====

# CH4Br2Si

A molecular structure, CH4Br2Si (ωB97M-V with the def2-TZVPD basis set, the OMol25 dataset).

```
! RIJCOSX wB97M-V def2-TZVPD def2/J DEFGRID3
* xyz 0 1
C 0.774 -0.751 -0.997
Si -0.399 0.762 0.628
Br -0.774 -0.014 2.708
Br -2.509 0.954 -0.014
H 1.824 -0.537 -1.429
H 1.069 -1.456 -0.192
H -0.079 -1.137 -1.556
H 0.094 2.179 0.852
*
```

Values from the calculation:
Orbital gap in eV: 9.55
HOMO level in eV: -9.82
LUMO level in eV: -0.27

The molecule's Mulliken atomic charges, reported in e, are given here: atom 1 (C): -0.93, atom 2 (Si): 0.57, atom 3 (Br): -0.21, atom 4 (Br): -0.20, atom 5 (H): 0.28, atom 6 (H): 0.29, atom 7 (H): 0.28, atom 8 (H): -0.08

=====

# CH4BrN2

2 unconnected molecules or ions with the total composition CH4BrN2 (ωB97M-V with the def2-TZVPD basis set, the OMol25 dataset).

```
! RIJCOSX wB97M-V def2-TZVPD def2/J DEFGRID3
* xyz 1 1
C -1.183 -0.856 -1.202
N -1.217 0.311 -1.213
N 0.807 0.724 0.537
Br -1.820 -2.427 -0.790
H 1.331 0.042 0.753
H 0.503 0.499 1.550
H 0.117 0.103 -0.230
H 1.463 1.603 0.595
*
```

Values from the calculation:
Orbital gap in eV: 11.23
HOMO level in eV: -15.78
LUMO level in eV: -4.55

The molecule's Mulliken atomic charges, reported in e, are given here: atom 1 (C): 0.15, atom 2 (N): -0.31, atom 3 (N): -0.46, atom 4 (Br): 0.20, atom 5 (H): 0.27, atom 6 (H): 0.36, atom 7 (H): 0.39, atom 8 (H): 0.40

=====

# CH4BrN2

2 unconnected molecules or ions with the total composition CH4BrN2 (ωB97M-V with the def2-TZVPD basis set, the OMol25 dataset).

```
! RIJCOSX wB97M-V def2-TZVPD def2/J DEFGRID3
* xyz 1 1
C 0.291 -0.287 0.793
N 0.176 -0.425 -0.573
N -0.275 0.749 1.458
Br -0.206 0.993 3.342
H 0.831 -1.069 1.344
H 0.405 -1.360 -0.911
H -0.156 0.291 -1.206
H -0.936 2.137 0.653
*
```

Values from the calculation:
Orbital gap (alpha / beta) in eV: 7.77 / 7.77
HOMO level (alpha / beta) in eV: -14.79 / -14.79
LUMO level (alpha / beta) in eV: -7.02 / -7.02

The molecule's Mulliken atomic charges, reported in e, are given here: atom 1 (C): 0.35, atom 2 (N): -0.33, atom 3 (N): -0.48, atom 4 (Br): 0.17, atom 5 (H): 0.33, atom 6 (H): 0.26, atom 7 (H): 0.22, atom 8 (H): 0.47

=====

# CH4BrN2

A molecular structure, CH4BrN2 (ωB97M-V with the def2-TZVPD basis set, the OMol25 dataset).

```
! RIJCOSX wB97M-V def2-TZVPD def2/J DEFGRID3
* xyz 1 1
C -0.380 0.198 0.021
N 0.124 1.405 0.120
N 0.476 -1.520 0.099
Br -2.156 -0.175 -0.249
H 1.047 1.642 0.374
H -0.449 2.274 0.352
H 1.436 -1.698 -0.204
H -0.098 -2.126 -0.514
*
```

Values from the calculation:
Orbital gap in eV: 9.95
HOMO level in eV: -15.52
LUMO level in eV: -5.57

The molecule's Mulliken atomic charges, reported in e, are given here: atom 1 (C): 0.49, atom 2 (N): -0.28, atom 3 (N): -0.49, atom 4 (Br): 0.10, atom 5 (H): 0.29, atom 6 (H): 0.31, atom 7 (H): 0.29, atom 8 (H): 0.29

=====

# CH4BrNO

2 unconnected molecules or ions with the total composition CH4BrNO (ωB97M-V with the def2-TZVPD basis set, the OMol25 dataset).

```
! RIJCOSX wB97M-V def2-TZVPD def2/J DEFGRID3
* xyz 0 3
C -0.876 1.295 -1.502
N 0.972 -1.095 1.527
O -0.308 -0.956 1.305
Br 0.004 -0.253 -1.561
H -1.936 1.358 -1.680
H -0.432 2.190 -1.164
H 1.374 -1.368 0.570
H 1.202 -1.172 2.506
*
```

Values from the calculation:
Orbital gap (alpha / beta) in eV: 8.68 / 9.92
⟨S²⟩: 2.009
HOMO level (alpha / beta) in eV: -7.96 / -9.81
LUMO level (alpha / beta) in eV: 0.72 / 0.11

The molecule's Mulliken atomic charges, reported in e, are given here: atom 1 (C): -0.65, atom 2 (N): -0.16, atom 3 (O): -0.34, atom 4 (Br): -0.04, atom 5 (H): 0.33, atom 6 (H): 0.34, atom 7 (H): 0.27, atom 8 (H): 0.24

=====

# CH4ClFOP

2 unconnected molecules or ions with the total composition CH4ClFOP (ωB97M-V with the def2-TZVPD basis set, the OMol25 dataset).

```
! RIJCOSX wB97M-V def2-TZVPD def2/J DEFGRID3
* xyz 1 1
C 0.252 0.177 0.638
O -1.348 -0.519 -1.597
F -1.880 -1.473 0.532
P -0.643 -1.062 -0.336
Cl 0.937 -3.414 -0.871
H 0.098 -0.027 1.702
H -0.116 1.179 0.391
H 1.323 0.132 0.438
H -1.079 -0.594 -2.519
*
```

Values from the calculation:
Orbital gap (alpha / beta) in eV: 7.80 / 7.70
HOMO level (alpha / beta) in eV: -16.23 / -16.04
LUMO level (alpha / beta) in eV: -8.43 / -8.34

Results of the Mulliken charge analysis, in e, for atoms 1 through 8: atom 1 (C): -0.71, atom 2 (O): -0.40, atom 3 (F): -0.16, atom 4 (P): 0.88, atom 5 (Cl): -0.07, atom 6 (H): 0.32, atom 7 (H): 0.34, atom 8 (H): 0.35

=====

# CH4ClN

A molecular structure, CH4ClN (ωB97M-V with the def2-TZVPD basis set, the OMol25 dataset).

```
! RIJCOSX wB97M-V def2-TZVPD def2/J DEFGRID3
* xyz 0 1
C -0.245 0.430 -0.159
N 0.548 -0.796 -0.126
Cl -1.945 -0.164 -0.038
H -0.317 0.798 -1.172
H -0.017 1.246 0.972
H 0.522 -1.104 0.834
H 1.453 -0.411 -0.311
*
```

Values from the calculation:
Orbital gap in eV: 10.94
HOMO level in eV: -10.12
LUMO level in eV: 0.81

The molecule's Mulliken atomic charges, reported in e, are given here: atom 1 (C): -0.31, atom 2 (N): -0.54, atom 3 (Cl): -0.19, atom 4 (H): 0.29, atom 5 (H): 0.26, atom 6 (H): 0.24, atom 7 (H): 0.24

=====

# CH4ClN2

A molecular structure, CH4ClN2 (ωB97M-V with the def2-TZVPD basis set, the OMol25 dataset).

```
! RIJCOSX wB97M-V def2-TZVPD def2/J DEFGRID3
* xyz 1 1
C -1.730 1.759 -2.512
N -0.021 -0.193 0.165
N -1.031 1.239 -1.763
Cl -2.708 2.625 -3.370
H -0.527 -0.749 0.806
H 0.548 -0.782 -0.440
H 0.573 0.447 0.683
H -0.581 0.736 -0.658
*
```

Values from the calculation:
Orbital gap in eV: 13.28
HOMO level in eV: -16.91
LUMO level in eV: -3.63

The molecule's Mulliken atomic charges, reported in e, are given here: atom 1 (C): 0.41, atom 2 (N): -0.75, atom 3 (N): -0.16, atom 4 (Cl): 0.01, atom 5 (H): 0.30, atom 6 (H): 0.34, atom 7 (H): 0.34, atom 8 (H): 0.52

=====

# CH4ClN2O

2 unconnected molecules or ions with the total composition CH4ClN2O (ωB97M-V with the def2-TZVPD basis set, the OMol25 dataset).

```
! RIJCOSX wB97M-V def2-TZVPD def2/J DEFGRID3
* xyz 1 1
C -0.980 2.599 -1.444
N -0.763 3.603 -0.858
N 0.114 -0.243 0.137
O -1.117 1.454 -1.670
Cl -0.154 5.138 -0.674
H -0.580 -0.272 0.894
H -0.253 0.417 -0.612
H 0.161 -1.178 -0.292
H 1.030 0.031 0.494
*
```

Values from the calculation:
Orbital gap in eV: 10.42
HOMO level in eV: -14.51
LUMO level in eV: -4.09

Results of the Mulliken charge analysis, in e, for atoms 1 through 8: atom 1 (C): 0.57, atom 2 (N): -0.12, atom 3 (N): -0.45, atom 4 (O): -0.63, atom 5 (Cl): 0.14, atom 6 (H): 0.40, atom 7 (H): 0.28, atom 8 (H): 0.41

=====

The following energy above the lowest of the compared OMol25 structures with the same formula, charge and spin values (in eV) correspond, in order, to the records above: 0.954 0.000 3.372 1.389 3.790 4.701 3.578 0.000 3.287 1.401 1.638 0.187.